(1)
Density functional theory data (the ωB97M-V functional and the def2-TZVPD basis) for a molecular structure, C28H48O7S3Sr at a distorted geometry.

XYZ file:
```
87
Properties=species:S:1:pos:R:3:forces:R:3
Sr 0.476761 -0.252429 -1.126635 0.28 1.14 -0.19
C 0.923885 -3.126202 -2.778098 -0.17 0.19 0.07
C 1.672630 -3.405850 -1.489612 0.04 0.17 0.10
O 1.997293 -2.142664 -0.891119 0.15 -0.33 0.05
C 3.053983 -2.097140 0.072253 -0.01 -0.02 -0.24
C 3.105224 -0.664985 0.618577 0.00 0.02 -0.41
O 2.754671 0.311380 -0.379982 0.58 -0.07 0.25
C 3.741603 0.691516 -1.350755 -0.14 -0.19 0.18
C 3.626780 -0.117281 -2.630254 -0.14 -0.10 -0.28
O 2.296883 -0.141891 -3.188410 0.12 0.44 0.21
C 1.969734 0.867636 -4.164159 0.22 -0.34 0.00
C 1.303268 2.066133 -3.540526 -0.38 -0.03 0.14
O 0.168127 1.643133 -2.745783 -0.11 0.32 -0.39
C -1.117697 1.769229 -3.373812 0.17 -0.04 0.05
C -2.149545 1.213167 -2.414406 0.16 -0.30 -0.16
O -1.851833 -0.146690 -2.051804 -0.26 0.12 -0.36
C -2.252563 -1.192838 -2.959637 0.12 0.17 0.12
C -1.045306 -1.903040 -3.546449 0.20 -0.08 0.14
O -0.148916 -2.216396 -2.469640 -0.17 -0.41 -0.22
H 0.518047 -4.058718 -3.173982 0.00 -0.03 -0.02
H 1.584639 -2.670822 -3.518099 0.00 0.05 -0.04
H 2.583450 -3.964366 -1.713457 0.02 -0.04 -0.01
H 1.053886 -3.985846 -0.803492 0.01 -0.01 0.08
H 3.991007 -2.382661 -0.412021 0.04 -0.02 -0.03
H 2.860734 -2.790632 0.893328 0.03 -0.05 0.02
H 4.091595 -0.447382 1.028448 0.04 -0.02 0.04
H 2.373902 -0.536822 1.416636 -0.06 0.07 -0.02
H 4.743483 0.581982 -0.927647 0.03 -0.04 -0.05
H 3.575500 1.749003 -1.551353 -0.05 0.05 0.05
H 3.877554 -1.160615 -2.450967 0.02 -0.04 0.02
H 4.336112 0.273057 -3.364559 -0.01 0.02 -0.02
H 1.309954 0.374884 -4.879220 -0.05 0.00 -0.02
H 2.866382 1.181680 -4.705087 0.00 -0.01 0.00
H 0.981232 2.785724 -4.296210 0.00 -0.08 -0.08
H 1.975863 2.583789 -2.862480 -0.04 0.04 0.11
H -1.127857 1.223983 -4.322224 0.01 -0.01 -0.05
H -1.338374 2.820405 -3.575959 0.02 0.03 -0.03
H -3.151735 1.289781 -2.837370 -0.03 0.00 -0.04
H -2.126301 1.779103 -1.482844 -0.04 -0.08 0.05
H -2.867171 -0.785340 -3.763653 -0.02 -0.02 -0.03
H -2.850010 -1.900109 -2.388033 -0.04 0.00 0.08
H -0.528682 -1.280901 -4.284669 0.06 0.01 -0.01
H -1.376131 -2.821101 -4.036817 -0.01 -0.01 -0.05
C 0.293292 3.743360 3.158372 -0.21 0.04 -0.04
C -0.821920 2.757184 2.812681 0.16 -0.01 0.09
S -1.010105 2.272394 1.075704 -0.01 0.04 -0.01
C -1.094039 3.871004 0.249698 0.05 0.27 -0.10
C 0.212006 4.470252 -0.354199 -0.18 0.05 0.14
S 1.609735 3.337243 -0.369049 0.12 -0.23 -0.59
C 2.950496 4.231783 0.413388 -0.10 0.04 0.53
C 2.665521 4.582757 1.882075 0.12 0.09 -0.16
S 1.998907 3.214812 2.861695 0.12 -0.19 0.10
H 0.201747 3.964306 4.221651 -0.04 0.03 0.03
H 0.130911 4.683648 2.632127 0.01 0.01 -0.01
H -1.767553 3.192900 3.140487 -0.01 0.00 -0.01
H -0.700575 1.819514 3.358806 0.06 -0.01 -0.03
H -1.538694 4.583170 0.945407 -0.02 -0.02 0.01
H -1.828767 3.749600 -0.545660 0.02 0.00 -0.02
H 0.512807 5.370404 0.181205 -0.03 -0.04 0.07
H -0.004620 4.783539 -1.374119 0.06 0.02 -0.03
H 3.233012 5.117301 -0.155279 -0.04 0.05 0.02
H 3.791425 3.536160 0.366529 -0.02 -0.02 -0.04
H 1.979188 5.425514 1.954799 -0.02 -0.01 0.00
H 3.592412 4.907537 2.355092 0.01 -0.01 0.00
C -3.869390 -4.826416 5.042209 0.05 0.05 -0.07
C -3.279948 -3.826214 4.087058 -0.09 -0.18 0.15
C -3.960039 -2.655892 3.770045 -0.01 0.06 -0.03
C -3.428851 -1.728535 2.892255 -0.18 0.00 0.08
C -4.238966 -0.480668 2.602147 0.04 -0.06 0.02
C -2.167363 -1.994126 2.303755 0.13 0.26 -0.22
C -1.697259 -0.994255 1.378191 0.10 -0.19 0.01
O -0.674242 -1.024864 0.679691 -0.58 -0.48 1.00
C -1.452071 -3.174117 2.628507 0.06 -0.06 0.01
C -0.087349 -3.549906 2.092256 -0.12 -0.03 0.03
C -2.032719 -4.061302 3.511979 0.04 -0.03 0.05
H -4.832571 -4.498041 5.426377 0.01 0.01 -0.01
H -3.198177 -4.990512 5.886737 0.00 0.01 -0.01
H -4.006315 -5.790088 4.548418 0.00 0.02 0.00
H -4.926405 -2.466594 4.222344 0.03 -0.01 -0.01
H -5.153254 -0.495876 3.191052 0.01 -0.01 0.00
H -4.531573 -0.410109 1.552841 0.02 -0.03 0.01
H -3.703223 0.436008 2.856705 0.02 -0.04 0.01
H -2.324699 -0.103224 1.277955 -0.04 -0.02 0.03
H 0.431220 -2.731487 1.612068 0.00 0.11 0.00
H -0.187320 -4.361633 1.365955 -0.03 0.04 -0.01
H 0.526995 -3.932813 2.908412 -0.03 -0.01 -0.01
H -1.493716 -4.966559 3.773658 -0.04 0.03 0.01
```
Positions in Å, forces in eV/Å.

## Properties
frontier orbital gap = 7.743 eV
multiplicity = 1
net charge = +2
HOMO energy = -0.4662 Ha
energy above the lowest of the compared OMol25 structures with the same formula, charge and spin = 25.6 kcal per mole


(2)
Density functional theory data (the ωB97M-V functional and the def2-TZVPD basis) for 2 unconnected molecules or ions with the total composition C28H49BClF2N3O11PS2 at a distorted geometry.

XYZ file:
```
98
Properties=species:S:1:pos:R:3:forces:R:3
C 4.427481 1.352262 2.568416 -0.07 -0.09 0.22
C 3.670814 0.422063 1.655687 0.29 0.03 0.00
O 2.266894 0.392411 2.006735 0.46 0.09 -0.56
B 1.409402 1.045465 1.151438 -0.27 -0.47 0.71
O 1.008214 2.303867 1.432163 0.08 0.28 -0.63
C 0.904528 0.242322 -0.162769 0.11 0.74 0.04
C 0.661117 1.124257 -1.403461 0.50 -0.14 -0.04
C 2.019594 1.543020 -2.000805 -0.37 0.29 -0.48
C 2.619794 2.853565 -1.529265 0.54 -0.21 0.04
N -0.140800 2.299580 -1.130959 -0.12 -0.09 -0.46
C -0.823299 2.873292 -1.944771 0.65 -0.38 0.08
S -1.715409 3.574061 -2.999947 -0.37 0.40 -0.13
O -0.063152 0.381786 -2.386590 -0.72 -0.25 0.68
C 0.236473 -1.006471 -2.470897 0.31 0.70 -0.29
C -0.480921 -1.508810 -3.701473 0.09 0.07 -0.27
C 0.021754 -1.816427 -1.122959 -0.07 -0.13 -0.55
C -1.109602 -2.849506 -1.171811 -0.30 -0.71 0.55
C -1.037451 -3.979296 -0.122885 -0.29 0.05 0.13
C -1.445538 -5.346950 -0.652295 -0.32 0.19 -0.10
C -1.300619 -6.439314 0.399790 -0.18 0.02 -0.05
S 0.326628 -6.491079 1.107332 -0.36 -0.38 -0.13
O 0.467217 -5.428102 2.041582 0.06 0.28 0.60
O 1.285435 -6.671911 0.077830 0.35 -0.22 -0.19
Cl 0.194691 -8.217239 2.158592 0.04 -0.06 0.10
N 1.303874 -2.599850 -0.961781 0.01 0.44 0.28
C 1.616783 -3.567120 -1.953556 -0.09 -0.15 0.26
O 1.521463 -4.732502 -1.828875 0.03 0.02 -0.17
F 2.105424 -3.019113 -3.060753 0.03 0.11 -0.33
C 2.275369 -2.645046 0.073706 0.00 0.05 -0.30
O 3.322549 -2.104008 0.027701 0.14 0.10 0.07
F 1.957991 -3.455845 1.065281 0.15 -0.08 0.20
N -0.196388 -0.794397 -0.014401 1.18 0.95 -0.58
C -0.323297 -1.489585 1.316051 -0.65 -0.25 0.42
C -0.356846 -0.712940 2.632794 0.18 -0.29 0.42
C -1.406889 -1.358239 3.553025 -0.15 0.44 -0.51
C -0.997051 -2.716353 4.065902 -0.10 -0.37 0.58
O -1.966605 -3.142180 5.046514 -0.22 0.49 -0.43
C -2.875730 -4.061745 4.618665 0.03 -0.28 0.05
C -4.295910 -3.644952 4.827665 0.02 -0.04 0.73
O -2.556951 -5.107070 4.127026 0.18 0.07 -0.40
P -2.001425 -0.000901 -0.096984 -2.05 -2.03 1.51
C -2.128421 1.601191 0.745779 0.22 0.80 -0.67
C -2.844240 0.135760 -1.689422 0.77 1.16 -0.74
H 4.177960 1.125442 3.601789 -0.04 0.01 0.11
H 5.495254 1.188059 2.454825 0.14 0.11 -0.12
H 4.206237 2.400101 2.377677 0.00 0.12 -0.04
H 4.078677 -0.579476 1.723638 -0.17 -0.19 0.12
H 3.800610 0.733259 0.615101 -0.08 0.00 -0.13
H 1.678025 2.779967 1.937264 -0.24 -0.02 0.47
H 1.836828 -0.245513 -0.437933 -0.12 -0.67 0.16
H 2.737558 0.727205 -1.919433 0.01 -0.12 0.09
H 1.800822 1.653561 -3.063096 0.08 -0.01 -0.15
H 3.588914 2.965766 -2.010145 0.12 0.02 -0.03
H 2.038206 3.704575 -1.846344 -0.29 0.26 0.11
H 2.801489 2.888749 -0.457028 -0.11 0.07 0.10
H 1.292891 -1.035693 -2.700056 0.29 -0.33 0.23
H -1.537744 -1.266213 -3.707144 -0.11 -0.09 0.09
H -0.030894 -1.011727 -4.555719 -0.01 0.12 -0.09
H -0.343494 -2.570243 -3.870422 -0.01 -0.16 0.05
H -2.087471 -2.397881 -1.045835 -0.04 0.37 -0.24
H -1.125684 -3.331740 -2.143131 0.19 0.14 -0.25
H -1.752341 -3.755543 0.669017 0.06 0.01 0.21
H -0.069706 -4.042379 0.356813 0.02 0.06 -0.21
H -2.514942 -5.300910 -0.865805 -0.09 -0.11 -0.19
H -0.955177 -5.599135 -1.589533 0.30 -0.10 0.08
H -1.491504 -7.425683 -0.009024 0.00 -0.11 -0.07
H -1.979661 -6.260413 1.230900 0.00 -0.06 0.18
H 0.341117 -2.329808 1.408452 0.56 0.23 -0.16
H -1.292942 -1.960797 1.247398 -0.17 0.03 -0.16
H 0.612254 -0.804349 3.111035 0.18 0.12 0.05
H -0.558023 0.353472 2.589325 -0.10 0.03 -0.39
H -2.332196 -1.457574 2.980436 -0.19 0.01 0.05
H -1.627079 -0.679313 4.372410 0.11 -0.08 0.26
H -0.954722 -3.467278 3.279017 0.21 -0.12 -0.08
H -0.040855 -2.676767 4.580099 0.17 -0.01 -0.05
H -4.887989 -4.527535 5.035987 -0.19 -0.08 -0.20
H -4.375095 -2.966091 5.670849 0.01 0.15 0.02
H -4.663745 -3.134967 3.941369 -0.02 -0.01 -0.15
H -1.308984 1.878945 1.396174 0.16 -0.13 0.01
H -2.259201 2.423084 0.048333 -0.04 0.07 0.01
H -3.032945 1.513058 1.342352 -0.09 -0.26 0.14
H -3.863987 0.380725 -1.392226 -0.14 -0.07 0.27
H -2.865345 -0.782343 -2.258778 -0.02 -0.28 0.21
H -2.498066 0.930173 -2.347344 -0.02 0.01 -0.04
O 1.548020 5.816905 -3.144516 0.02 -0.14 0.06
C 0.972599 6.864754 -3.003876 -0.06 -0.15 0.07
O 1.581524 7.839558 -2.315369 0.12 0.10 -0.02
C 1.064863 9.176236 -2.235547 -0.07 0.13 0.05
C 0.044647 9.329878 -1.128373 -0.01 -0.15 0.02
C -0.431333 7.060943 -3.515129 0.02 0.22 -0.30
H 0.675419 9.492839 -3.203280 -0.02 -0.04 -0.01
H 1.937898 9.791820 -2.030302 0.04 -0.04 0.01
H -0.835604 8.710292 -1.301406 -0.02 0.04 -0.04
H -0.277209 10.368241 -1.055163 0.01 0.02 0.00
H 0.478770 9.031343 -0.174452 0.02 0.04 0.01
H -1.122382 6.668691 -2.769860 -0.03 0.02 0.01
H -0.536817 6.482526 -4.428950 -0.01 -0.12 0.07
H -0.694391 8.091278 -3.738059 -0.02 0.02 0.12
```
Positions in Å, forces in eV/Å.

## Properties
frontier orbital gap = 8.984 eV
multiplicity = 1
net charge = +1
HOMO energy = -0.4241 Ha